Computed, not measured: a cluster of 16 separate species, C63H158N10O21S5 in total in a non-equilibrium geometry, with wB97M-V/def2-TZVPD.

XYZ file:
```
257
C63H158N10O21S5, DFT wB97M-V/def2-TZVPD
C 24.119 19.405 -2.724
C 23.085 20.088 -1.848
C 23.335 21.542 -1.567
O 21.801 19.969 -2.420
H 25.140 19.516 -2.360
H 24.082 19.739 -3.761
H 23.945 18.329 -2.730
H 23.053 19.623 -0.863
H 22.481 21.970 -1.042
H 23.231 22.125 -2.482
H 24.218 21.809 -0.986
H 21.542 20.646 -3.050
C 19.061 14.267 -9.631
C 19.400 15.838 -9.597
C 20.567 16.222 -8.677
O 20.294 16.010 -7.279
C 19.420 17.081 -6.838
N 19.892 16.168 -10.921
H 20.014 13.746 -9.548
H 18.619 14.023 -10.598
H 18.388 14.023 -8.809
H 18.484 16.413 -9.460
H 20.840 17.266 -8.833
H 21.443 15.652 -8.988
H 18.532 17.087 -7.471
H 19.879 18.069 -6.810
H 19.029 16.861 -5.845
H 20.027 17.167 -10.987
H 20.812 15.755 -10.978
C 27.593 20.884 -0.740
C 28.507 20.500 0.424
C 28.133 21.108 1.792
O 28.015 22.505 1.649
C 27.841 23.285 2.813
N 28.495 19.073 0.524
H 26.581 21.133 -0.420
H 27.526 20.172 -1.564
H 28.041 21.825 -1.058
H 29.503 20.814 0.111
H 28.910 20.883 2.521
H 27.198 20.668 2.138
H 28.584 23.030 3.568
H 26.828 23.293 3.214
H 28.074 24.340 2.668
H 28.525 18.558 -0.344
H 27.615 18.785 0.927
C 28.804 15.261 -6.484
C 29.516 16.529 -5.860
C 28.415 17.445 -5.331
O 27.566 16.669 -4.428
C 26.423 17.462 -4.018
N 30.392 15.896 -4.848
H 29.503 14.448 -6.685
H 28.312 15.477 -7.433
H 27.973 14.912 -5.872
H 30.155 16.943 -6.640
H 27.792 17.738 -6.176
H 28.852 18.294 -4.805
H 25.684 16.765 -3.623
H 25.958 18.123 -4.750
H 26.663 18.053 -3.134
H 30.830 16.675 -4.377
H 29.817 15.506 -4.114
C 21.749 13.811 -0.806
C 22.769 13.620 -1.949
C 23.020 14.868 -2.793
O 21.785 15.462 -3.291
C 22.088 16.273 -4.396
N 24.063 12.988 -1.590
H 21.852 14.781 -0.320
H 21.792 13.093 0.013
H 20.750 13.657 -1.214
H 22.218 12.965 -2.624
H 23.735 14.541 -3.548
H 23.587 15.604 -2.222
H 22.714 15.732 -5.105
H 22.726 17.100 -4.084
H 21.181 16.713 -4.812
H 24.771 13.683 -1.403
H 24.355 12.574 -2.464
C 22.600 19.141 -11.783
C 21.696 19.515 -10.600
C 21.838 21.062 -10.307
O 23.134 21.555 -10.099
C 23.644 21.409 -8.778
N 20.381 19.133 -11.025
H 23.627 19.184 -11.420
H 22.409 19.853 -12.585
H 22.439 18.135 -12.172
H 22.008 19.003 -9.690
H 21.167 21.381 -9.510
H 21.420 21.541 -11.192
H 23.235 20.529 -8.282
H 23.378 22.245 -8.131
H 24.734 21.393 -8.764
H 19.709 19.446 -10.339
H 19.978 19.589 -11.831
C 19.703 23.102 0.732
C 18.981 24.486 0.601
C 19.784 25.638 1.133
O 19.795 25.629 2.533
C 20.545 26.668 3.232
N 18.627 24.682 -0.769
H 19.914 22.795 1.757
H 20.671 23.081 0.232
H 19.117 22.300 0.282
H 18.095 24.553 1.233
H 19.405 26.594 0.771
H 20.789 25.487 0.741
H 20.339 26.692 4.302
H 20.267 27.665 2.890
H 21.612 26.495 3.087
H 19.339 24.532 -1.470
H 17.842 24.081 -0.973
C 21.095 20.443 -5.811
C 20.929 21.933 -5.463
C 19.916 22.658 -6.453
O 19.975 24.031 -6.178
C 19.019 24.742 -6.888
N 20.542 22.081 -4.031
H 20.262 19.768 -5.612
H 21.893 20.044 -5.185
H 21.332 20.334 -6.869
H 21.908 22.378 -5.643
H 18.944 22.260 -6.163
H 20.188 22.383 -7.473
H 19.056 25.775 -6.542
H 17.989 24.409 -6.760
H 19.267 24.571 -7.936
H 20.427 23.051 -3.776
H 19.567 21.821 -3.996
C 23.039 20.939 1.658
C 22.658 21.032 3.131
C 22.529 22.489 3.656
O 23.856 23.168 3.694
C 23.852 24.440 4.358
N 21.365 20.421 3.286
H 23.872 21.615 1.468
H 22.234 21.282 1.008
H 23.400 19.972 1.306
H 23.392 20.661 3.847
H 22.080 22.382 4.644
H 21.838 23.121 3.098
H 24.899 24.730 4.267
H 23.466 24.516 5.374
H 23.247 25.087 3.723
H 20.919 20.689 4.152
H 21.503 19.429 3.413
C 25.192 22.112 -5.471
C 26.193 23.115 -4.823
C 27.577 23.121 -5.479
O 28.253 21.885 -5.498
C 28.111 21.060 -6.678
N 25.597 24.425 -4.842
H 24.173 22.370 -5.179
H 25.459 21.120 -5.108
H 25.108 22.247 -6.550
H 26.300 22.764 -3.797
H 28.329 23.734 -4.981
H 27.440 23.558 -6.468
H 27.104 20.941 -7.076
H 28.487 20.076 -6.400
H 28.708 21.467 -7.494
H 24.796 24.372 -4.229
H 25.230 24.570 -5.771
C 28.232 15.401 -0.507
C 26.741 15.071 -0.483
C 25.656 16.138 -0.062
O 26.006 16.731 1.176
C 25.131 17.749 1.701
N 26.354 14.735 -1.881
H 28.788 14.469 -0.607
H 28.602 15.811 0.433
H 28.662 16.115 -1.209
H 26.633 14.190 0.149
H 24.634 15.761 -0.020
H 25.659 16.982 -0.751
H 24.115 17.360 1.771
H 25.174 18.579 0.995
H 25.398 18.141 2.682
H 26.646 15.486 -2.490
H 27.021 14.079 -2.262
C 15.723 17.943 -3.170
C 17.102 17.322 -3.302
C 18.182 18.384 -3.207
S 17.488 19.760 -4.256
O 17.757 19.510 -5.681
O 17.800 21.047 -3.711
C 15.702 19.373 -3.855
H 15.330 17.959 -2.153
H 14.995 17.294 -3.657
H 17.376 16.942 -4.286
H 17.281 16.470 -2.647
H 19.198 18.249 -3.579
H 18.029 18.595 -2.148
H 15.017 19.607 -4.670
H 15.427 20.113 -3.103
C 20.134 18.787 0.205
C 20.726 17.404 0.345
C 19.585 16.307 0.313
S 18.143 17.260 0.950
O 17.737 16.750 2.256
O 17.198 17.427 -0.132
C 18.912 18.857 1.127
H 19.894 18.994 -0.838
H 20.801 19.566 0.575
H 21.335 17.513 1.242
H 21.429 17.259 -0.475
H 19.811 15.620 1.128
H 19.434 15.856 -0.668
H 19.132 18.895 2.194
H 18.217 19.694 1.050
C 22.877 27.252 -4.672
C 22.346 27.879 -3.393
C 22.410 26.813 -2.303
S 21.901 25.273 -3.128
O 20.507 24.899 -2.778
O 23.043 24.377 -2.909
C 22.061 25.972 -4.858
H 23.933 26.983 -4.639
H 22.737 27.975 -5.476
H 21.281 28.039 -3.560
H 22.894 28.804 -3.215
H 22.073 26.998 -1.284
H 23.474 26.654 -2.128
H 21.026 26.271 -5.021
H 22.317 25.194 -5.577
C 24.742 15.688 -9.430
C 24.612 15.135 -7.973
C 25.186 16.115 -6.960
S 24.753 17.786 -7.555
O 25.934 18.610 -7.734
O 23.542 18.281 -6.850
C 24.252 17.155 -9.283
H 24.169 15.068 -10.120
H 25.733 15.569 -9.868
H 25.242 14.246 -7.950
H 23.570 14.930 -7.730
H 26.261 16.232 -6.828
H 24.767 16.088 -5.954
H 24.655 17.889 -9.981
H 23.167 17.242 -9.330
C 25.924 24.382 -1.191
C 27.278 25.053 -0.829
C 27.104 26.270 0.040
S 25.361 26.293 0.677
O 24.680 27.313 -0.119
O 25.382 26.383 2.126
C 24.970 24.618 0.013
H 26.135 23.380 -1.563
H 25.478 24.857 -2.065
H 27.925 25.293 -1.673
H 27.752 24.432 -0.069
H 27.464 27.224 -0.345
H 27.682 26.251 0.964
H 23.922 24.549 -0.281
H 25.195 23.956 0.848
```

* energy: -179957.2422 eV
* largest force on an atom: 0.0683 Eh/bohr
* LUMO energy: 0.3 eV

Here are the Mulliken charges for atoms 1 to 6, given in e: 0.87 2.94 -0.34 1.13 -0.04 -0.54